Formula: C67H68F5N14O5
Source: the Open Molecules 2025 dataset
Level of theory: ωB97M-V/def2-TZVPD

XYZ file:
```
159
Properties=species:S:1:pos:R:3:forces:R:3
C -2.42750 0.18732 3.96945 -0.347 0.320 -0.511
C -1.36681 -0.61695 3.35337 1.401 -0.708 0.962
O -0.37838 -0.97297 3.94884 -0.420 -0.046 -0.444
O -1.52297 -0.99278 2.06384 0.353 0.050 -0.602
C -2.07004 -0.01383 1.17770 0.305 -0.164 0.288
C -1.22514 0.03423 -0.05306 0.893 -0.049 0.246
C 0.14931 0.69348 0.16664 -1.031 -0.459 0.343
C 1.30605 -0.15148 -0.24078 -0.290 0.680 -0.753
N 1.33319 -0.31722 -1.73776 -0.128 -0.020 0.706
N 0.53825 0.50540 -2.38756 0.223 -0.066 1.031
C 0.48811 0.41800 -3.67391 -0.433 0.712 0.091
O -0.26142 1.26790 -4.33194 -0.009 0.669 -0.686
N -1.80719 1.12013 -4.09407 -1.305 0.321 0.070
O -2.22564 0.13352 -4.44378 0.521 -0.061 0.117
C 1.21732 -0.51874 -4.37594 -0.589 0.746 -2.042
O 1.12951 -0.63844 -5.66749 0.365 -0.110 -0.951
C 2.01366 -1.32940 -3.69688 1.006 -1.576 -0.438
C 2.07596 -1.21890 -2.36867 -0.147 0.065 1.910
C 3.01779 -2.15902 -1.65432 -0.269 -0.279 -0.080
F 3.73756 -2.72967 -2.60715 0.874 -0.882 -0.787
F 3.87612 -1.48852 -0.90722 0.270 0.615 1.076
C 2.31307 -3.32716 -0.86382 -0.477 0.846 -0.505
F 0.99492 -3.18256 -0.99015 -0.888 0.206 -0.065
F 2.60927 -3.29704 0.39844 0.510 0.084 1.254
F 2.61693 -4.48226 -1.37743 0.551 -0.922 -0.382
H -3.32742 0.17440 3.38799 -0.622 -0.052 -0.176
H -2.07770 1.19587 4.03249 0.215 0.816 0.132
H -2.61101 -0.11544 4.97000 -0.113 -0.379 0.808
H -3.08023 -0.28073 0.95214 -0.767 -0.106 -0.189
H -2.03168 0.95073 1.63807 -0.273 0.699 0.410
H -1.04417 -0.99204 -0.30742 -0.172 -0.718 -0.653
H -1.76510 0.54308 -0.82293 -0.369 0.154 -0.669
H 0.17863 1.66787 -0.26751 0.167 0.646 -0.300
H 0.28962 0.83467 1.21427 0.217 0.226 0.938
H 1.23116 -1.10713 0.22387 0.033 -0.833 0.169
H 2.21051 0.33101 0.05396 0.874 0.220 0.104
H 0.98851 0.21643 -6.10725 -0.453 0.110 -0.095
H 2.58159 -2.05877 -4.20992 0.427 -0.499 -0.453
N 1.93608 2.53709 -6.35356 -0.099 -0.199 0.094
C 2.47129 3.70587 -6.01046 0.092 0.051 0.056
C 1.94128 4.92798 -6.39508 -0.041 -0.018 -0.026
C 0.79411 4.93945 -7.17470 0.041 0.028 0.047
C 0.22240 3.73216 -7.54149 0.054 0.068 -0.052
C 0.83629 2.57130 -7.10689 -0.013 -0.166 -0.005
H 3.36723 3.65720 -5.40203 0.010 0.051 0.007
H 2.41695 5.84807 -6.08721 0.028 0.011 0.008
H 0.35093 5.87504 -7.48868 -0.010 0.021 0.003
H -0.67655 3.69429 -8.14209 -0.048 -0.020 0.060
H 0.41995 1.60552 -7.37167 -0.197 0.036 -0.182
N -4.92473 0.05192 6.22848 -0.251 -0.082 -0.025
C -5.57215 1.08508 5.69574 0.101 0.140 -0.071
C -6.94502 1.12588 5.51533 -0.018 -0.010 0.002
C -7.69318 0.02858 5.91079 -0.006 0.011 -0.002
C -7.04095 -1.05907 6.46744 0.082 0.071 -0.171
C -5.66212 -0.99247 6.60186 0.102 -0.125 0.058
H -4.95080 1.92619 5.40085 -0.037 0.032 0.003
H -7.41289 1.99731 5.07906 0.008 0.025 -0.008
H -8.76844 0.02166 5.78898 -0.020 0.000 0.003
H -7.58309 -1.93264 6.79364 -0.003 -0.037 0.095
H -5.11202 -1.82154 7.03387 -0.035 -0.034 0.005
N 5.63756 -9.36750 -2.63958 0.057 -0.056 -0.027
C 5.79965 -8.73344 -1.48402 0.069 0.021 0.096
C 4.93539 -7.75321 -1.01793 0.013 0.002 -0.026
C 3.84483 -7.41366 -1.80089 0.085 -0.146 -0.045
C 3.66333 -8.06614 -3.00904 0.027 0.003 0.004
C 4.58640 -9.03340 -3.37910 -0.060 -0.010 -0.105
H 6.66656 -9.02788 -0.90351 -0.004 0.023 0.043
H 5.11590 -7.27208 -0.06664 0.012 -0.011 0.024
H 3.14783 -6.66265 -1.47389 -0.110 0.038 0.063
H 2.82607 -7.83435 -3.65273 -0.015 -0.021 -0.016
H 4.47986 -9.57027 -4.31491 -0.040 0.018 -0.022
N -0.44220 -0.42739 -8.29663 0.057 0.062 0.113
C -1.58970 -1.01550 -8.62533 -0.093 -0.003 0.049
C -1.72088 -1.89740 -9.68582 0.021 -0.008 0.013
C -0.59955 -2.18561 -10.44693 -0.029 -0.005 -0.006
C 0.59953 -1.57639 -10.11936 0.012 -0.030 -0.091
C 0.62392 -0.70981 -9.04143 0.114 0.071 0.040
H -2.44344 -0.76653 -8.00483 -0.040 -0.022 -0.033
H -2.67739 -2.34948 -9.90473 -0.031 0.003 0.003
H -0.65843 -2.87385 -11.27865 0.000 -0.015 -0.019
H 1.49987 -1.77322 -10.68331 0.031 -0.007 0.008
H 1.54931 -0.21871 -8.75247 0.018 -0.008 -0.061
N -3.09396 4.56051 -8.45908 0.089 -0.035 0.001
C -4.32950 4.35265 -8.01474 -0.052 -0.059 0.081
C -5.45298 4.95777 -8.55541 0.010 -0.001 0.004
C -5.28337 5.83107 -9.61673 -0.029 0.015 -0.014
C -4.00290 6.05970 -10.09088 0.005 -0.003 0.005
C -2.94788 5.40056 -9.47965 0.086 0.036 -0.055
H -4.42064 3.66513 -7.18093 -0.052 -0.001 0.007
H -6.43403 4.74894 -8.15337 -0.014 -0.011 0.020
H -6.13419 6.32456 -10.06642 -0.018 0.010 -0.009
H -3.82295 6.73302 -10.91655 0.021 0.009 -0.018
H -1.93033 5.55094 -9.82520 -0.010 0.034 -0.043
N -1.41637 1.88854 6.61137 0.001 -0.018 -0.123
C -0.41260 2.71550 6.87425 -0.007 0.036 0.024
C -0.42790 3.63639 7.91036 -0.091 0.055 0.033
C -1.55343 3.68987 8.71861 -0.048 -0.042 -0.032
C -2.61118 2.82835 8.45831 0.132 0.055 -0.046
C -2.49443 1.94910 7.39202 0.008 -0.120 -0.049
H 0.44001 2.62156 6.21435 0.139 0.107 0.135
H 0.42115 4.28048 8.08152 0.062 -0.039 0.028
H -1.60386 4.39038 9.54171 -0.004 0.020 0.013
H -3.50638 2.83843 9.06426 -0.019 -0.015 0.015
H -3.27312 1.24093 7.13086 -0.071 0.085 0.188
N -8.73153 -2.72930 8.66720 -0.075 -0.070 0.010
C -8.16041 -2.51442 9.84799 0.133 0.020 0.032
C -8.86615 -2.42054 11.03711 -0.008 -0.001 -0.005
C -10.24378 -2.55461 10.99661 -0.016 0.003 0.029
C -10.85438 -2.77721 9.77388 0.010 0.004 -0.001
C -10.05498 -2.85700 8.64435 -0.076 -0.025 -0.072
H -7.08050 -2.41181 9.83685 0.006 0.011 0.047
H -8.34715 -2.24681 11.96882 0.026 0.004 0.011
H -10.83136 -2.48694 11.90220 -0.012 0.001 0.019
H -11.92639 -2.88748 9.69459 -0.021 -0.007 -0.018
H -10.49449 -3.03340 7.66859 -0.048 -0.007 0.013
N 2.68498 2.78655 8.57352 0.014 0.119 -0.110
C 2.34146 1.57355 8.99169 -0.206 -0.081 0.020
C 3.25713 0.59655 9.34945 -0.020 -0.016 0.000
C 4.60478 0.89637 9.26565 0.087 -0.014 0.000
C 4.98018 2.15662 8.83003 0.022 0.003 0.004
C 3.98391 3.06100 8.49855 0.091 0.083 -0.020
H 1.27508 1.37775 9.03886 0.003 -0.042 0.010
H 2.91865 -0.37409 9.68206 -0.031 -0.019 0.010
H 5.35110 0.16050 9.53434 0.014 -0.004 0.003
H 6.02163 2.43487 8.74864 0.001 0.013 -0.013
H 4.23649 4.05925 8.15667 0.053 -0.012 0.005
N 1.61255 2.90183 2.39268 -0.007 -0.058 -0.041
C 1.63716 3.05261 3.71556 -0.023 -0.094 0.077
C 2.29867 4.08693 4.36356 -0.045 -0.053 -0.097
C 2.97185 5.01626 3.58900 0.031 0.036 0.044
C 2.95589 4.87564 2.21097 0.005 0.002 -0.007
C 2.26415 3.80626 1.66688 0.016 0.010 -0.073
H 1.09880 2.29917 4.27797 0.001 -0.029 0.033
H 2.28379 4.15876 5.44290 -0.008 -0.041 0.015
H 3.50141 5.83811 4.05182 0.014 0.013 0.006
H 3.46839 5.57921 1.57031 0.006 0.005 -0.020
H 2.22644 3.66513 0.59117 0.032 0.049 -0.026
N 5.81350 1.08279 3.86009 -0.085 0.041 0.091
C 4.63693 0.46622 3.80380 -0.033 0.036 0.027
C 4.30243 -0.45412 2.81934 -0.023 0.173 0.142
C 5.23696 -0.74181 1.84637 0.185 -0.020 -0.106
C 6.46841 -0.10676 1.88883 -0.030 0.021 0.007
C 6.70389 0.79293 2.91669 0.112 0.049 -0.042
H 3.92604 0.71876 4.58309 -0.006 -0.010 0.001
H 3.33312 -0.92246 2.82926 -0.203 -0.112 0.035
H 5.01627 -1.45291 1.06690 0.028 -0.104 -0.018
H 7.22898 -0.30118 1.14499 0.018 -0.009 0.017
H 7.65391 1.31091 2.99089 0.014 -0.022 -0.033
N 2.92732 -4.47529 -9.08713 -0.060 -0.043 -0.042
C 2.86072 -3.43337 -8.26633 -0.097 0.077 0.124
C 3.97042 -2.72776 -7.82595 -0.008 -0.014 0.015
C 5.22275 -3.13280 -8.26007 0.025 0.025 0.013
C 5.30868 -4.21939 -9.11302 -0.024 -0.003 -0.002
C 4.13406 -4.85213 -9.49622 0.066 -0.067 -0.069
H 1.86226 -3.15060 -7.94966 0.017 0.049 0.043
H 3.85379 -1.88117 -7.16168 -0.020 0.021 -0.007
H 6.11472 -2.61058 -7.94048 0.018 0.009 0.002
H 6.26324 -4.57129 -9.47688 0.013 -0.021 -0.018
H 4.15885 -5.70417 -10.16565 0.050 -0.011 -0.009
```
Positions in Å, forces in eV/Å.

LUMO ... -3.93 eV
E_tot ... -4235.6017 Ha
Orbital gap ... 6.65 eV
Net charge ... +1

Mulliken population analysis, charges in e, atoms 1 to 6: -0.9297 0.5208 -0.5815 -0.3270 -0.9116 -0.8299